The ion C5H12NO2 with charge +1 in a non-equilibrium geometry, computed with ωB97M-V/def2-TZVPD.

The geometry in XYZ format:
```
20
Properties=species:S:1:pos:R:3:forces:R:3
C -0.4382 -0.7730 -2.0804 -2.2829 -0.3340 1.1198
N 1.0356 1.7042 1.0928 0.7746 -1.6072 -0.5625
C 1.2209 -0.4899 2.1659 -2.9748 2.9472 -1.5461
C -0.7064 -0.1263 0.4817 -3.4115 -1.3714 -1.2969
H 0.5327 -1.1007 -2.0250 2.8491 -0.0220 -0.5016
C -0.8729 0.1952 -1.0114 -3.7221 0.9988 -0.6564
H 1.3558 2.1386 0.2176 0.2213 0.0017 0.5856
H -1.1235 -2.5540 -2.5165 -0.1781 0.5546 1.1158
H -2.0043 0.1631 -1.2554 1.3485 -0.0584 0.8547
O -1.1843 -1.9489 -1.7366 -0.1872 -1.1763 -1.0390
H -1.0932 -1.2641 0.6294 1.5694 2.5515 0.0112
O 0.9826 0.2561 3.0806 1.2319 -1.0516 1.2783
H -0.7927 1.2923 -1.1209 1.0268 -0.3812 -0.5690
H 0.2591 2.2206 1.4370 -1.1194 0.4851 0.4032
C 0.6972 0.2114 0.8163 3.3150 -1.5837 0.1876
H 1.7182 1.6628 1.8962 -0.5208 0.5224 -1.0841
H 1.3416 -0.1091 -0.0859 -0.7726 0.6835 1.3857
H -1.5755 0.5049 0.8696 1.6554 -0.7005 0.6539
H 1.4718 -1.5233 2.1774 0.5426 -1.0540 0.2789
H -0.8245 -0.4598 -3.0325 0.6349 0.5954 -0.6190
```
Positions in Å, forces in eV/Å.

- Energy relative to the best compared isomer or geometry (same formula, charge and spin): 69.41 kcal per mole
- HOMO level: -13.892 eV
- Total charge: +1
- Frontier orbital gap: 10.065 eV

Mulliken charges in e:
1 C -0.4749
2 N -0.3050
3 C -0.1268
4 C -0.3366
5 H 0.3389
6 C -0.9044
7 H 0.3569
8 H 0.3050
9 H 0.3444
10 O -0.5280
11 H 0.3177
12 O -0.4639
13 H 0.4328
14 H 0.3170
15 C -0.0109
16 H 0.3833
17 H 0.3266
18 H 0.2334
19 H 0.4434
20 H 0.3510

***

The ion C4H10NO2 with charge -1 in a non-equilibrium geometry, computed with ωB97M-V/def2-TZVPD.

The geometry in XYZ format:
```
17
Properties=species:S:1:pos:R:3:forces:R:3
H -1.8463 -1.6580 -1.0065 -0.8367 -0.8638 1.9238
H 1.8735 2.3519 1.1259 -1.4396 -1.0827 -0.1767
C -0.4517 -0.6759 -1.6939 0.1520 0.6333 -0.5556
C 0.9130 1.5932 1.1721 0.5856 2.6610 0.3102
H 0.6132 -1.6245 0.6230 0.7099 -0.8992 -1.3181
C 0.8323 0.8968 -0.1503 0.4133 -0.6454 -1.5411
C -0.3774 -0.0695 -0.2597 0.6515 0.5176 -1.1482
H -1.3478 0.4848 0.0031 1.2340 -0.4749 -0.6185
H 0.2636 -0.4804 1.4598 -1.0850 -0.0412 1.1539
H 0.4072 -1.3673 -1.8532 -0.3800 0.3601 0.3048
H -0.2728 0.1740 -2.4522 -0.9911 -1.3090 0.8059
H 0.6258 1.6615 -0.9053 0.7236 0.1883 -0.3081
O 0.9175 0.8230 2.2433 0.0532 -0.5367 0.5039
H 0.0238 2.3173 1.0695 0.3550 -0.0822 0.5816
H 1.8414 0.3667 -0.2895 -1.4528 0.3337 -0.3517
N -0.2125 -1.0780 0.7287 -0.5509 -0.5558 1.8965
O -1.6914 -1.4664 -1.9039 1.8578 1.7971 -1.4627
```
Positions in Å, forces in eV/Å.

- Energy relative to the best compared isomer or geometry (same formula, charge and spin): 76.41 kcal per mole
- HOMO level: -3.056 eV
- Total charge: -1
- Frontier orbital gap: 6.985 eV

Mulliken charges in e:
1 H 0.3503
2 H 0.1871
3 C -0.3898
4 C -0.3179
5 H 0.2902
6 C -0.8994
7 C 0.2231
8 H 0.1720
9 H 0.3612
10 H 0.2189
11 H 0.2491
12 H 0.3110
13 O -0.8511
14 H 0.1836
15 H 0.2987
16 N -0.8547
17 O -0.5324

***

A structure of composition C18H23BBrF4IN2O2S4SiTc, computed with ωB97M-V/def2-TZVPD.

The geometry in XYZ format:
```
58
Properties=species:S:1:pos:R:3:forces:R:3
C 3.7290 2.2342 -0.9962 0.0019 -0.0006 0.0012
S 1.2267 -3.3815 3.9915 -0.0016 0.0074 -0.0008
C -1.8189 5.7917 2.0227 0.0035 0.0056 -0.0019
Si -1.1899 -4.2530 -2.4443 0.0095 -0.0219 -0.0151
C -2.3624 -5.4542 -1.6344 0.0123 -0.0034 -0.0065
C -0.2761 5.2091 -0.2007 0.0093 0.0039 -0.0085
H -3.3762 -5.0548 -1.5940 0.0047 0.0043 -0.0075
H -0.6659 7.6003 2.1537 -0.0022 -0.0011 0.0015
N 1.7962 1.0387 -0.1160 0.0108 0.0000 -0.0187
H 2.8968 0.3863 -1.7616 0.0040 0.0010 -0.0025
C 1.8814 2.0128 0.9885 0.0046 0.0077 0.0058
H 5.2568 2.3373 0.5340 0.0010 -0.0007 -0.0003
C -1.8430 -3.6920 -4.0949 0.0053 0.0034 0.0065
H -1.1603 -2.9847 -4.5700 0.0024 -0.0004 0.0006
C -1.2588 4.3134 0.2029 0.0361 -0.0208 0.0091
C 0.5029 -5.0267 -2.6034 -0.0007 0.0100 0.0046
H -2.3854 -6.3902 -2.1986 -0.0059 -0.0036 0.0040
O -1.0061 -2.8960 -1.4993 -0.0441 0.0187 0.0226
C 2.5482 1.3357 -1.3541 -0.0086 0.0009 0.0114
H -2.8083 -3.2003 -3.9617 0.0002 -0.0001 -0.0060
S -0.5508 -1.1864 4.8790 0.0053 0.0002 -0.0068
H 1.1878 1.7035 1.7684 -0.0024 -0.0011 -0.0005
H 0.8859 -5.3148 -1.6216 0.0051 -0.0026 -0.0033
C -0.8348 6.6793 1.6122 -0.0025 -0.0061 0.0010
I -1.6333 2.5119 -0.7736 -0.0719 0.0184 -0.0046
H 1.2135 -4.3288 -3.0508 -0.0002 0.0009 -0.0016
H 0.7047 7.0727 0.1667 -0.0010 0.0001 0.0004
C -2.0286 4.6157 1.3227 0.0075 -0.0042 -0.0006
H 4.5576 0.7480 0.3109 0.0001 -0.0003 -0.0030
H 3.4779 1.3698 2.2962 0.0017 0.0002 0.0002
H -2.0489 -5.6868 -0.6138 0.0026 -0.0014 -0.0010
C -0.7590 -1.7720 3.2464 -0.0049 0.0146 -0.0171
F -3.3187 -2.9929 0.0757 0.0096 0.0258 0.0533
C 3.3250 2.0859 1.4885 -0.0014 0.0024 -0.0035
H 1.5391 2.9767 0.6046 0.0021 -0.0055 0.0082
Br 0.8163 4.8896 -1.7158 0.0013 -0.0037 0.0020
C 0.8759 0.1290 -0.1081 -0.0153 0.1079 0.0173
S -1.9842 -1.0703 2.2421 -0.0114 0.0473 0.0708
F -4.3663 -2.4418 -1.9198 -0.0085 -0.0024 0.0015
H 3.4050 3.2766 -0.9528 -0.0001 0.0025 -0.0047
H -2.7938 3.9215 1.6417 0.0001 -0.0038 0.0012
S -0.0235 -3.4620 1.2561 -0.0097 -0.0440 0.0484
O 1.3086 -2.2898 6.3905 0.0106 0.0086 -0.0046
C 0.7757 -2.2870 5.3196 -0.0144 -0.0253 0.0075
H 4.4677 2.1647 -1.7946 -0.0003 0.0007 0.0000
N 0.0427 -0.6680 -0.0744 0.0627 -0.1008 0.0042
H -1.9807 -4.5372 -4.7733 0.0023 -0.0045 0.0027
F -3.0459 -0.9115 -0.7771 0.0093 -0.0020 -0.0025
Tc -1.4068 -2.0389 0.1389 -0.0480 -0.0135 -0.1150
H 0.4718 -5.9232 -3.2269 -0.0038 -0.0006 -0.0029
B -4.0897 -1.9659 -0.6841 0.0115 -0.0155 -0.0455
C 4.3197 1.8142 0.3469 0.0006 0.0010 0.0043
H 1.8831 1.8103 -2.0788 0.0020 0.0014 -0.0027
H 3.4868 3.0811 1.9066 -0.0009 0.0002 0.0013
H -2.4272 6.0120 2.8895 -0.0006 -0.0017 0.0008
C 0.0522 -2.7714 2.8473 0.0096 -0.0019 -0.0126
F -5.1289 -1.5283 0.0501 0.0148 0.0032 0.0090
C -0.0629 6.3888 0.5007 -0.0039 -0.0046 -0.0010
```
Positions in Å, forces in eV/Å.

- Energy relative to the best compared isomer or geometry (same formula, charge and spin): 13.61 kcal per mole
- 2S+1: 4
- HOMO level (alpha / beta): -7.648 / -7.979 eV
- Total charge: 0
- Frontier orbital gap (alpha / beta): 7.333 / 6.306 eV

Mulliken charges in e:
1 C -0.5287
2 S -0.1315
3 C -0.6062
4 Si 0.3245
5 C -0.9895
6 C 0.2128
7 H 0.2479
8 H 0.3742
9 N 0.3207
10 H 0.4549
11 C -0.3076
12 H 0.3796
13 C -0.9724
14 H 0.2805
15 C 0.0415
16 C -1.0423
17 H 0.4257
18 O -0.2757
19 C -0.6769
20 H 0.2386
21 S -0.1235
22 H 0.4883
23 H 0.2620
24 C -0.4820
25 I 0.2290
26 H 0.2888
27 H 0.4090
28 C -0.4370
29 H 0.3089
30 H 0.3009
31 H 0.2861
32 C 0.1538
33 F -0.5065
34 C -0.7354
35 H -0.0410
36 Br -0.1331
37 C -0.0712
38 S -0.2871
39 F -0.3229
40 H 0.1581
41 H 0.4357
42 S -0.3118
43 O -0.5481
44 C 0.5550
45 H 0.4031
46 N -0.1984
47 H 0.3312
48 F -0.4197
49 Tc 1.5543
50 H 0.3628
51 B 0.4176
52 C -0.6656
53 H 0.2967
54 H 0.3720
55 H 0.3830
56 C 0.2774
57 F -0.2992
58 C -0.4610